Entry 1:
# C23H42Cl3N4O3PmSSi

C23H42Cl3N4O3PmSSi as an isolated structure at a distorted geometry (ωB97M-V/def2-TZVPD, the Open Molecules 2025 dataset).

As for the expectation value of S²: 6.01. Its energy above the lowest of the compared OMol25 structures with the same formula, charge and spin is 0.0 kcal per mole. The calculation puts the LUMO energy (spin up / spin down) at 0.38 / 0.39 eV. As for the spin multiplicity: 5. For the calculated total energy, the calculation gives -109477.5053 eV. The calculation puts the HOMO energy (spin up / spin down) at -0.283 / -0.283 hartree. The gap between HOMO and LUMO (spin up / spin down) is 8.09 / 8.09 eV.

Element x y z (Å)
C  2.41  1.67  -5.42
C  1.18  1.63  -4.57
H  2.36  2.46  -6.19
H  2.54  0.73  -5.99
H  3.30  1.86  -4.80
C  -0.05  1.73  -5.10
C  -0.31  1.80  -6.58
H  -0.93  1.82  -4.47
H  -0.06  0.85  -7.09
H  0.26  2.61  -7.07
H  -1.37  2.03  -6.75
Pm  -0.51  -1.75  1.35
Cl  1.89  -0.43  1.66
Cl  0.95  -3.80  0.78
H  0.96  -4.63  5.96
H  3.20  -2.98  5.98
C  0.88  -4.35  4.90
C  2.97  -3.01  4.91
N  1.53  -3.07  4.67
H  -0.17  -4.27  4.61
C  0.86  -2.03  4.23
O  -0.31  -2.08  3.70
H  3.37  -2.11  4.43
H  1.40  -1.07  4.27
H  1.37  -5.13  4.32
H  3.47  -3.89  4.50
H  -0.76  -1.89  -3.68
H  -2.77  -0.15  -3.94
C  -1.57  -2.55  -3.31
C  -3.40  -0.86  -3.39
N  -2.55  -1.75  -2.59
H  -1.15  -3.31  -2.64
C  -2.67  -1.85  -1.26
O  -1.88  -2.49  -0.53
H  -4.06  -0.31  -2.70
H  -3.53  -1.30  -0.83
H  -2.04  -3.01  -4.18
H  -4.00  -1.45  -4.10
O  1.61  -0.01  -2.84
C  1.45  1.41  -3.10
C  -0.91  1.46  -2.25
C  0.36  2.02  -2.24
H  -1.04  0.49  -2.73
C  -1.99  2.15  -1.67
H  2.40  1.86  -2.82
C  0.61  3.16  -1.47
H  -3.00  1.73  -1.75
C  -1.76  3.30  -0.93
C  -0.46  3.81  -0.84
H  1.63  3.54  -1.41
H  -2.59  3.78  -0.40
H  -0.29  4.73  -0.29
Si  2.78  -1.12  -2.78
Cl  -0.98  0.32  0.20
C  1.98  -2.80  -2.93
C  3.72  -1.12  -1.15
C  4.02  -1.01  -4.20
H  0.93  -2.75  -3.22
H  2.04  -3.34  -1.98
H  2.52  -3.38  -3.70
H  3.49  -1.14  -5.16
H  4.74  -1.85  -4.11
H  4.63  -0.09  -4.24
H  3.74  -0.15  -0.65
H  4.77  -1.45  -1.30
H  3.26  -1.82  -0.45
S  -3.01  -0.34  2.29
C  -2.22  0.86  3.20
N  -2.81  1.51  4.25
C  -1.84  2.04  5.20
C  -0.54  2.00  4.39
N  -0.92  1.28  3.18
H  -3.75  1.23  4.53
H  -1.80  1.38  6.08
H  -2.10  3.06  5.51
H  0.24  1.44  4.93
H  -0.18  3.00  4.15
H  -0.24  1.02  2.46

Mulliken population analysis, charges in e, atoms 1 to 5: C -1.7647; C 0.7391; H 0.4668; H 0.2221; H 0.3393


Entry 2:
# C5H8N4

The molecule C5H8N4 at a distorted geometry (ωB97M-V/def2-TZVPD, the Open Molecules 2025 dataset).

Its energy above the lowest of the compared OMol25 structures with the same formula, charge and spin is 90.6 kcal per mole. The calculation puts the LUMO energy at 0.01 eV. As for the spin multiplicity: 1. For the calculated total energy, the calculation gives -11270.6213 eV. The calculation puts the HOMO energy at -0.304 hartree. The gap between HOMO and LUMO is 8.28 eV.

Element x y z (Å)
C  1.09  2.13  0.11
C  1.47  0.74  0.21
C  0.46  -0.52  -0.09
C  0.75  -1.94  -0.21
N  -0.90  -0.18  0.03
C  -1.90  -1.02  0.26
N  -3.04  -0.41  0.22
N  -2.70  0.90  -0.12
N  -1.45  1.04  -0.33
H  1.80  2.77  0.64
H  1.24  2.53  -0.93
H  0.14  2.38  0.36
H  2.58  0.36  0.16
H  0.39  -2.27  0.76
H  -0.02  -2.33  -0.97
H  1.77  -2.09  -0.37
H  -1.70  -2.10  0.29

Mulliken population analysis, charges in e, atoms 1 to 5: C -1.0611; C -0.2819; C 0.8305; C -1.4894; N 0.3767


Entry 3:
# CH3N3O2S

The molecule CH3N3O2S at a distorted geometry (ωB97M-V/def2-TZVPD, the Open Molecules 2025 dataset).

Its energy above the lowest of the compared OMol25 structures with the same formula, charge and spin is 51.6 kcal per mole. The calculation puts the LUMO energy at -0.23 eV. As for the spin multiplicity: 1. For the calculated total energy, the calculation gives -20483.3431 eV. The calculation puts the HOMO energy at -0.382 hartree. The gap between HOMO and LUMO is 10.17 eV.

Element x y z (Å)
O  -1.73  0.92  1.01
S  -1.32  0.24  -0.20
O  -2.11  0.30  -1.41
N  -0.75  -1.46  0.03
N  0.43  -1.46  0.20
C  1.16  -0.24  0.08
N  0.40  0.81  -0.50
H  1.34  -0.14  1.15
H  2.10  -0.59  -0.47
H  0.48  1.61  0.11

Mulliken population analysis, charges in e, atoms 1 to 5: O -0.5256; S 0.9819; O -0.5142; N -0.0894; N -0.1451


Entry 4:
# C10H30N10O20

A 10-piece molecular cluster, C10H30N10O20 overall at a distorted geometry (ωB97M-V/def2-TZVPD, the Open Molecules 2025 dataset).

Its energy above the lowest of the compared OMol25 structures with the same formula, charge and spin is 27.5 kcal per mole. The calculation puts the LUMO energy at -0.27 eV. As for the spin multiplicity: 1. For the calculated total energy, the calculation gives -66678.9494 eV. The calculation puts the HOMO energy at -0.398 hartree. The gap between HOMO and LUMO is 10.56 eV.

Element x y z (Å)
C  4.29  -2.05  3.58
N  5.04  -0.92  2.98
O  4.54  -0.27  2.09
O  6.14  -0.70  3.44
H  4.97  -2.89  3.63
H  3.45  -2.30  2.94
H  4.08  -1.66  4.57
C  -1.19  -1.21  4.69
N  0.08  -0.54  4.37
O  0.31  0.51  4.92
O  0.74  -0.97  3.43
H  -1.95  -0.85  4.02
H  -1.40  -0.94  5.72
H  -1.09  -2.29  4.58
C  1.60  -2.39  -2.65
N  0.49  -3.35  -2.74
O  -0.59  -2.94  -2.36
O  0.68  -4.45  -3.22
H  1.44  -1.50  -3.25
H  2.54  -2.85  -2.95
H  1.73  -2.12  -1.60
C  2.34  3.20  -2.67
N  2.92  2.06  -3.47
O  2.95  0.95  -3.00
O  3.44  2.36  -4.53
H  2.85  3.18  -1.72
H  1.30  2.91  -2.57
H  2.49  4.06  -3.31
C  -5.53  -0.51  0.62
N  -4.19  -0.70  1.25
O  -4.16  -1.12  2.38
O  -3.20  -0.49  0.57
H  -5.88  -1.54  0.53
H  -5.41  -0.07  -0.36
H  -6.17  0.04  1.30
C  -2.03  2.73  2.45
N  -2.57  2.90  3.81
O  -2.80  1.89  4.44
O  -2.94  4.01  4.15
H  -2.82  2.96  1.74
H  -1.84  1.67  2.30
H  -1.16  3.37  2.31
C  3.97  -4.75  -0.58
N  2.81  -4.31  0.20
O  2.74  -3.14  0.53
O  1.97  -5.12  0.47
H  3.85  -4.64  -1.65
H  4.21  -5.79  -0.36
H  4.86  -4.23  -0.23
C  -3.04  0.56  -2.61
N  -3.24  -0.28  -3.81
O  -3.75  -1.37  -3.66
O  -2.86  0.17  -4.87
H  -3.41  1.55  -2.88
H  -2.00  0.64  -2.30
H  -3.58  0.19  -1.75
C  -2.40  4.84  -3.00
N  -1.45  3.72  -2.77
O  -1.23  3.43  -1.61
O  -1.02  3.10  -3.71
H  -3.35  4.39  -3.26
H  -2.02  5.54  -3.75
H  -2.48  5.37  -2.06
C  1.63  0.19  0.45
N  0.43  0.75  -0.20
O  0.54  1.07  -1.37
O  -0.54  0.92  0.51
H  1.75  -0.87  0.20
H  1.55  0.26  1.53
H  2.57  0.60  0.11

Mulliken population analysis, charges in e, atoms 1 to 5: C -0.5975; N 0.9109; O -0.5077; O -0.5637; H 0.3036


Entry 5:
# C4H6N2O2

C4H6N2O2 as an isolated structure at a distorted geometry (ωB97M-V/def2-TZVPD, the Open Molecules 2025 dataset).

Its energy above the lowest of the compared OMol25 structures with the same formula, charge and spin is 233.3 kcal per mole. The calculation puts the LUMO energy at 0.25 eV. As for the spin multiplicity: 1. For the calculated total energy, the calculation gives -11310.9270 eV. The calculation puts the HOMO energy at -0.313 hartree. The gap between HOMO and LUMO is 8.77 eV.

Element x y z (Å)
C  -2.37  -0.63  -0.16
C  -1.07  -1.34  0.12
C  -0.22  1.68  0.24
C  1.29  -0.96  -0.33
H  -3.01  0.68  -0.43
H  -3.11  -1.66  0.17
H  -0.81  -2.74  0.30
H  -0.06  2.55  0.98
H  1.31  -1.73  -1.02
H  2.94  -0.86  -0.92
N  0.13  -0.53  0.24
N  2.33  -0.24  -0.17
O  0.46  0.54  1.06
O  -0.49  1.55  -0.92

Mulliken population analysis, charges in e, atoms 1 to 5: C -0.6076; C -0.0511; C 0.1982; C -0.1362; H 0.2662


Entry 6:
# C8H20O3SSi

A 2-piece molecular cluster, C8H20O3SSi overall at a distorted geometry (ωB97M-V/def2-TZVPD, the Open Molecules 2025 dataset).

Its energy above the lowest of the compared OMol25 structures with the same formula, charge and spin is 17.7 kcal per mole. The calculation puts the LUMO energy at 0.48 eV. As for the spin multiplicity: 1. For the calculated total energy, the calculation gives -33473.3363 eV. The calculation puts the HOMO energy at -0.319 hartree. The gap between HOMO and LUMO is 9.17 eV.

Element x y z (Å)
C  -0.34  0.58  -3.45
C  2.00  0.55  -0.37
C  -0.37  3.33  2.38
C  -1.89  -0.75  0.05
C  -0.10  -2.50  -2.08
C  0.65  -2.27  1.03
C  0.67  0.99  -2.37
C  0.87  0.29  -1.22
O  0.15  1.03  4.79
O  0.75  0.91  2.40
O  -1.04  2.42  3.23
Si  -0.12  -1.25  -0.55
S  -0.39  0.84  3.27
H  -0.35  -0.42  -3.89
H  -1.39  0.71  -2.98
H  -0.14  1.33  -4.26
H  2.60  -0.39  -0.39
H  1.73  0.84  0.64
H  2.56  1.33  -0.74
H  0.24  4.03  2.91
H  -1.17  4.02  2.01
H  0.06  2.82  1.54
H  -2.43  -1.53  0.47
H  -1.56  0.00  0.80
H  -2.62  -0.24  -0.61
H  0.03  -3.51  -1.75
H  -1.10  -2.33  -2.48
H  0.70  -2.26  -2.82
H  1.75  -2.50  1.00
H  0.48  -1.74  1.99
H  0.24  -3.30  1.04
H  1.05  1.46  4.97
H  1.52  1.53  -2.74

Mulliken population analysis, charges in e, atoms 1 to 5: C -1.0267; C -1.2735; C -0.4138; C -0.8193; C -1.2150


Entry 7:
# C34H97N5O12

A 12-piece molecular cluster, C34H97N5O12 overall at a distorted geometry (ωB97M-V/def2-TZVPD, the Open Molecules 2025 dataset).

Its energy above the lowest of the compared OMol25 structures with the same formula, charge and spin is 84.3 kcal per mole. The calculation puts the LUMO energy at 0.20 eV. As for the spin multiplicity: 1. For the calculated total energy, the calculation gives -68844.2959 eV. The calculation puts the HOMO energy at -0.338 hartree. The gap between HOMO and LUMO is 9.39 eV.

Element x y z (Å)
C  -4.98  -3.41  -3.31
O  -5.84  -4.15  -2.50
C  -5.81  -3.74  -1.14
C  -6.60  -4.77  -0.21
C  -8.07  -4.93  -0.46
N  -6.51  -4.33  1.16
H  -5.10  -2.33  -3.37
H  -5.10  -3.72  -4.34
H  -3.95  -3.60  -3.02
H  -4.77  -3.74  -0.81
H  -6.04  -2.69  -0.96
H  -6.12  -5.75  -0.24
H  -8.57  -5.64  0.20
H  -8.26  -5.38  -1.44
H  -8.53  -3.95  -0.39
H  -5.63  -4.51  1.61
H  -7.14  -4.92  1.69
C  0.32  9.06  0.50
O  0.13  8.60  -0.81
C  1.35  8.47  -1.45
C  1.08  7.82  -2.84
C  2.40  7.70  -3.63
N  0.10  8.56  -3.66
H  0.99  9.91  0.58
H  0.64  8.28  1.20
H  -0.62  9.32  1.01
H  1.87  9.43  -1.53
H  2.00  7.84  -0.85
H  0.65  6.84  -2.61
H  2.73  8.66  -4.03
H  2.33  6.99  -4.46
H  3.15  7.44  -2.89
H  -0.57  8.77  -2.94
H  0.57  9.44  -3.78
C  5.66  -6.95  -4.85
O  4.46  -6.38  -5.39
C  3.34  -6.50  -4.58
C  2.16  -6.03  -5.35
C  0.84  -5.84  -4.53
N  1.84  -7.05  -6.32
H  6.48  -6.88  -5.56
H  5.58  -8.02  -4.67
H  5.98  -6.46  -3.93
H  3.15  -7.52  -4.23
H  3.49  -5.90  -3.69
H  2.35  -5.13  -5.94
H  1.09  -5.03  -3.84
H  0.59  -6.71  -3.92
H  -0.02  -5.55  -5.13
H  2.62  -7.08  -6.96
H  1.79  -7.96  -5.88
C  0.92  -1.44  0.63
O  1.38  -0.23  0.07
C  0.56  0.89  0.48
C  0.91  2.17  -0.20
C  2.33  2.62  0.10
N  0.04  3.31  0.28
H  1.63  -2.25  0.48
H  -0.02  -1.74  0.16
H  0.64  -1.31  1.68
H  -0.50  0.72  0.28
H  0.73  0.98  1.55
H  0.80  2.15  -1.29
H  2.61  3.54  -0.40
H  3.04  1.82  -0.15
H  2.45  2.76  1.18
H  0.32  4.20  -0.11
H  -0.88  3.17  -0.12
C  -3.66  2.57  -2.45
O  -3.65  3.74  -1.65
C  -4.45  4.84  -2.17
C  -4.51  5.99  -1.17
C  -5.07  5.64  0.25
N  -5.32  7.02  -1.77
H  -3.20  1.66  -2.07
H  -3.10  2.77  -3.37
H  -4.65  2.27  -2.78
H  -4.08  5.15  -3.14
H  -5.48  4.49  -2.27
H  -3.48  6.34  -1.08
H  -5.12  6.55  0.84
H  -4.51  4.92  0.84
H  -6.11  5.34  0.15
H  -5.33  7.86  -1.21
H  -6.29  6.74  -1.65
C  -1.77  -6.95  1.31
C  -1.61  -6.80  2.86
O  -2.28  -5.64  3.21
H  -2.82  -7.04  1.01
H  -1.28  -7.81  0.87
H  -1.29  -6.09  0.85
H  -0.55  -6.65  3.07
H  -1.98  -7.66  3.43
H  -1.87  -5.27  3.99
C  4.88  2.05  -4.62
C  6.33  1.74  -5.00
O  7.02  2.97  -5.02
H  4.29  2.59  -5.35
H  4.89  2.56  -3.65
H  4.39  1.11  -4.39
H  6.38  1.19  -5.94
H  6.81  1.16  -4.21
H  7.96  2.82  -4.87
C  -0.45  -5.70  7.80
C  0.27  -4.42  7.45
O  -0.46  -3.63  6.53
H  0.00  -6.21  8.65
H  -0.52  -6.38  6.95
H  -1.52  -5.55  7.96
H  1.31  -4.63  7.23
H  0.34  -3.80  8.35
H  -0.14  -2.73  6.56
C  -3.91  -0.39  3.58
C  -4.51  -0.04  2.25
O  -5.90  -0.25  2.33
H  -4.33  0.26  4.35
H  -2.85  -0.14  3.65
H  -4.15  -1.43  3.79
H  -4.11  -0.68  1.47
H  -4.33  1.01  2.02
H  -6.07  -1.20  2.40
C  4.36  -0.21  4.07
C  5.34  -0.64  5.10
O  4.91  -0.10  6.36
H  4.08  0.83  4.20
H  3.44  -0.80  4.12
H  4.78  -0.41  3.09
H  6.33  -0.24  4.87
H  5.53  -1.72  5.10
H  5.55  0.55  6.67
C  -1.44  5.44  5.10
C  0.05  5.14  5.11
O  0.21  3.90  4.43
H  -1.59  6.37  5.65
H  -2.03  4.68  5.61
H  -1.73  5.48  4.05
H  0.41  4.96  6.13
H  0.67  5.91  4.65
H  0.01  4.02  3.50
C  6.98  -3.26  0.00
C  6.54  -1.98  -0.75
O  7.36  -0.86  -0.33
H  8.06  -3.32  -0.09
H  6.48  -4.07  -0.53
H  6.78  -3.17  1.06
H  5.47  -1.80  -0.66
H  6.80  -2.15  -1.79
H  8.01  -0.75  -1.03

Mulliken population analysis, charges in e, atoms 1 to 5: C -0.7423; O -0.3413; C -0.6448; C 0.6049; C -1.5319


Entry 8:
# C3H6OS

The molecule C3H6OS at a distorted geometry (ωB97M-V/def2-TZVPD, the Open Molecules 2025 dataset).

Its energy above the lowest of the compared OMol25 structures with the same formula, charge and spin is 83.8 kcal per mole. The calculation puts the LUMO energy at 0.56 eV. As for the spin multiplicity: 1. For the calculated total energy, the calculation gives -16087.3589 eV. The calculation puts the HOMO energy at -0.305 hartree. The gap between HOMO and LUMO is 8.87 eV.

Element x y z (Å)
C  -0.03  2.45  -0.55
C  0.44  1.65  0.48
O  0.39  0.24  0.19
C  -0.24  -0.78  0.63
S  -0.26  -2.07  -0.41
H  0.29  3.58  -0.20
H  0.50  2.73  -1.45
H  -1.30  2.42  -0.32
H  1.56  1.49  0.70
H  -0.10  1.76  1.47
H  -0.96  -0.74  1.54

Mulliken population analysis, charges in e, atoms 1 to 5: C -0.8446; C -0.3677; O -0.1272; C -0.0110; S -0.3040


Q: Which of these has the highest calculated total energy?
A: C5H8N4


Copy entry 3 word for word.
# CH3N3O2S

The molecule CH3N3O2S at a distorted geometry (ωB97M-V/def2-TZVPD, the Open Molecules 2025 dataset).

Its energy above the lowest of the compared OMol25 structures with the same formula, charge and spin is 51.6 kcal per mole. The calculation puts the LUMO energy at -0.23 eV. As for the spin multiplicity: 1. For the calculated total energy, the calculation gives -20483.3431 eV. The calculation puts the HOMO energy at -0.382 hartree. The gap between HOMO and LUMO is 10.17 eV.

Element x y z (Å)
O  -1.73  0.92  1.01
S  -1.32  0.24  -0.20
O  -2.11  0.30  -1.41
N  -0.75  -1.46  0.03
N  0.43  -1.46  0.20
C  1.16  -0.24  0.08
N  0.40  0.81  -0.50
H  1.34  -0.14  1.15
H  2.10  -0.59  -0.47
H  0.48  1.61  0.11

Mulliken population analysis, charges in e, atoms 1 to 5: O -0.5256; S 0.9819; O -0.5142; N -0.0894; N -0.1451


Q: Look up the calculated total energy of the fifth one.
A: -11310.9270 eV